No. 1
C22H14Co2NO7 as an isolated structure at a distorted geometry. Source: OMol25; level of theory: ωB97M-V/def2-TZVPD.

XYZ file:
```
46
Properties=species:S:1:pos:R:3
C -4.8236 -0.5836 2.0876
C -4.3552 0.7216 1.8806
C -2.9851 0.9772 1.8550
C -2.0586 -0.0573 2.0731
C -0.5886 0.3075 2.1540
C 0.3819 -0.7205 2.2007
N 1.7506 -0.5126 2.2181
C 2.3317 0.7446 2.1772
C 3.7039 0.8885 2.1367
C 4.5349 -0.2256 2.1597
C 3.9418 -1.4902 2.2118
C 2.5747 -1.6319 2.2487
O -0.2957 1.5300 2.1566
C -2.5366 -1.3675 2.2314
C -3.9103 -1.6320 2.2420
H -5.8951 -0.7799 2.1304
H -5.0530 1.5486 1.7479
H -2.6262 1.9920 1.6802
H 0.0873 -1.7639 2.2739
H 1.6576 1.5912 2.1817
H 4.0997 1.8975 2.0909
H 5.6126 -0.1273 2.1369
H 4.5375 -2.3994 2.2194
H 2.0541 -2.5911 2.2933
H -1.8286 -2.1839 2.3565
H -4.2647 -2.6549 2.3827
O 3.4684 1.4112 -3.5760
C 2.4653 1.9594 -3.7846
Co 0.8638 2.6360 -4.0666
C 0.8030 3.9422 -2.8915
O 0.7521 4.7916 -2.1016
C 0.7247 3.2726 -5.7020
O 0.6086 3.6578 -6.7917
C -0.2992 1.0031 -3.7559
C -0.3775 0.6470 -2.4110
C 0.1407 0.0908 -1.3079
Co -1.8165 1.5611 -2.9776
C -2.1857 2.6815 -1.6126
O -2.6780 3.3936 -0.8438
C -3.1989 0.4446 -2.6663
O -4.1300 -0.2131 -2.4730
C -2.4871 2.5429 -4.2994
O -2.8629 3.1562 -5.2052
H -0.2402 0.3442 -4.6297
H -0.2511 0.4315 -0.3473
H 0.8898 -0.7048 -1.3505
```

Results
Spin multiplicity: 2
E_HOMO (spin up / spin down), eV: 0.78 / 0.77
Energy above the lowest of the compared OMol25 structures with the same formula, charge and spin, kJ/mol: 0.0
⟨S²⟩: 0.84
LUMO energy (spin up / spin down), eV: 3.80 / 3.81
Charge: -2
Kohn-Sham gap (spin up / spin down), eV: 3.024 / 3.040

No. 2
C22H14N5O9Pt as an isolated structure. Source: OMol25; level of theory: ωB97M-V/def2-TZVPD.

XYZ file:
```
51
Properties=species:S:1:pos:R:3
Pt 0.2336 0.2506 -0.2953
O -1.4626 2.8334 2.2035
C -1.1600 2.0711 1.3070
O -0.0528 1.3473 1.3246
C -1.9880 1.8776 0.0946
C -2.9485 2.7938 -0.2766
C -3.6265 2.6524 -1.4692
C -3.3986 1.4804 -2.2582
C -4.1127 1.2211 -3.4345
C -3.9713 0.0313 -4.1275
C -3.1261 -0.9490 -3.6237
C -2.3926 -0.7111 -2.4702
C -2.4555 0.5146 -1.8075
N -1.6742 0.7747 -0.6907
H -3.1219 3.6213 0.3980
H -4.3654 3.3736 -1.7906
H -4.8074 1.9763 -3.7843
H -4.5386 -0.1441 -5.0327
H -3.0477 -1.9110 -4.1145
H -1.7905 -1.4979 -2.0500
O 4.1892 0.1749 0.9284
C 3.0566 -0.2420 0.7693
O 2.2444 0.3020 -0.0855
C 2.6194 -1.4705 1.5440
C 3.5856 -2.0318 2.3519
C 3.3531 -3.2116 3.0461
C 2.1596 -3.8910 2.9046
C 1.1996 -3.3548 2.0812
C 1.3356 -2.0889 1.4308
O 0.3202 -1.5986 0.8343
N 0.0105 -4.1751 1.8528
O -0.3714 -4.8850 2.7669
O -0.4863 -4.1706 0.7409
N 4.3929 -3.7776 3.8907
O 5.4463 -3.1734 3.9870
O 4.1504 -4.8218 4.4763
H 4.5395 -1.5289 2.4237
H 1.9853 -4.8306 3.4066
N 1.7044 -2.9424 -5.4016
C 1.3683 -2.2441 -4.2826
C 1.4369 -0.8482 -4.2477
C 1.0935 -0.1875 -3.0935
N 0.6849 -0.8184 -1.9894
C 0.6278 -2.1591 -2.0046
C 0.9550 -2.8959 -3.1160
H 1.9153 -2.4641 -6.2566
H 1.5830 -3.9366 -5.4346
H 1.7570 -0.2836 -5.1122
H 1.1435 0.8912 -3.0330
H 0.2930 -2.6313 -1.0889
H 0.8861 -3.9744 -3.0747
```

Results
Spin multiplicity: 3
E_HOMO (spin up / spin down), eV: -3.16 / -5.92
⟨S²⟩: 2.03
LUMO energy (spin up / spin down), eV: 1.97 / 1.26
Charge: -1
Kohn-Sham gap (spin up / spin down), eV: 5.130 / 7.171

No. 3
C22H15AuN3O6SSbSe4 as an isolated structure at a distorted geometry. Source: OMol25; level of theory: ωB97M-V/def2-TZVPD.

XYZ file:
```
53
Properties=species:S:1:pos:R:3
Au 0.2241 0.1092 -0.2897
O -0.1962 -2.7754 0.9602
S 0.1232 -3.3028 -0.4113
O -0.8549 -4.1904 -0.9650
N 0.4255 -1.9968 -1.2183
C 0.6752 -1.9875 -2.5798
C 0.8776 -3.0954 -3.3733
C 1.1440 -2.9817 -4.7505
C 1.2102 -1.7665 -5.3629
C 1.0132 -0.5967 -4.5939
C 1.0578 0.6906 -5.1724
C 0.8562 1.7991 -4.4042
C 0.6174 1.6229 -3.0326
N 0.5757 0.4420 -2.4627
C 0.7556 -0.6909 -3.2081
C 1.6208 -4.2128 -0.1952
C 1.5549 -5.5970 -0.1345
C 2.7224 -6.3110 0.0924
C 3.9277 -5.6413 0.2456
C 3.9772 -4.2546 0.1799
C 2.8179 -3.5299 -0.0353
H 0.8140 -4.0849 -2.9425
H 1.2914 -3.8878 -5.3237
H 1.4061 -1.6766 -6.4232
H 1.2507 0.7780 -6.2348
H 0.8776 2.7956 -4.8210
H 0.4548 2.4748 -2.3840
H 0.6015 -6.0943 -0.2511
H 2.6874 -7.3904 0.1527
H 4.8356 -6.2030 0.4228
H 4.9186 -3.7377 0.3094
H 2.8359 -2.4481 -0.0725
O -0.6164 2.3900 0.6474
C -0.3347 3.3295 1.3520
C -0.5052 3.2630 2.8199
C -1.1368 4.3233 3.4537
C -1.4784 4.2009 4.7854
C -1.1885 3.0628 5.5185
C -0.5004 2.0322 4.9041
C -0.1374 2.1319 3.5647
O 0.7296 1.2133 3.0642
N -2.1700 5.3218 5.4445
O -2.4027 6.3079 4.7744
O -2.4697 5.1861 6.6123
H -0.0097 4.2925 0.9221
H -1.3943 5.2254 2.9152
H -1.4739 3.0107 6.5586
H -0.2013 1.1523 5.4571
Se -1.6598 -5.3775 2.9519
Sb -0.1196 -3.6498 3.0652
Se -1.2191 -1.3478 3.5405
Se 2.1387 -3.6476 3.6098
Se 0.2973 -0.3349 2.1882
```

Results
Spin multiplicity: 1
E_HOMO, eV: -8.18
Energy above the lowest of the compared OMol25 structures with the same formula, charge and spin, kJ/mol: 18.5
LUMO energy, eV: -1.05
Kohn-Sham gap, eV: 7.130

No. 4
C22H15BrCl2N6O4V as an isolated structure at a distorted geometry. Source: OMol25; level of theory: ωB97M-V/def2-TZVPD.

XYZ file:
```
51
Properties=species:S:1:pos:R:3
V 0.3146 1.0995 0.2427
N 0.3885 -2.2752 -2.4699
C 0.1541 -1.0494 -2.0218
N 0.7341 -0.5562 -0.9574
C 1.7079 -1.2960 -0.2988
N 2.4067 -0.7093 0.6334
N 1.9881 0.5006 0.9360
C 2.6920 1.3504 1.6159
C 2.0005 2.5538 2.0008
C 2.5104 3.5139 2.8787
C 1.6855 4.5560 3.2811
C 0.3954 4.6280 2.7726
C -0.0338 3.6557 1.8729
N 0.7417 2.6493 1.5113
C 1.8925 -2.6801 -0.6480
C 2.6445 -3.5681 0.1325
C 2.6931 -4.9020 -0.2159
C 2.0530 -5.3605 -1.3706
C 1.3126 -4.4993 -2.1586
C 1.2022 -3.1653 -1.7832
H -0.0689 -2.6054 -3.3141
H -0.5596 -0.4204 -2.5482
H 3.7083 1.1248 1.9368
H 3.5291 3.4373 3.2277
H 2.0386 5.2940 3.9860
H -0.2708 5.4283 3.0541
H -1.0405 3.6787 1.4687
H 3.1469 -3.1840 1.0075
H 3.2244 -5.6022 0.4111
H 2.1244 -6.4016 -1.6458
H 0.7990 -4.8518 -3.0388
Br -2.7589 -4.0557 -1.0090
C -3.3573 -2.3872 -0.3546
C -4.6744 -1.9607 -0.5401
N -5.0695 -0.7843 -0.1156
C -4.2605 0.0495 0.4923
C -2.9236 -0.2985 0.7284
C -2.4687 -1.5428 0.2943
C -1.9895 0.6523 1.3753
O -2.2828 1.6693 1.9362
O -0.7112 0.3359 1.2096
H -5.4091 -2.5828 -1.0351
H -4.6546 1.0086 0.8058
H -1.4523 -1.8660 0.4940
Cl -0.4218 2.6329 -3.9618
C -0.6214 3.5963 -2.4652
Cl -2.2281 4.3046 -2.3372
C -0.4083 2.4878 -1.4594
O -1.3474 1.8119 -1.0298
O 0.7760 2.2148 -1.0949
H 0.1489 4.3704 -2.4314
```

Results
Spin multiplicity: 2
E_HOMO (spin up / spin down), eV: -14.63 / -14.63
Energy above the lowest of the compared OMol25 structures with the same formula, charge and spin, kJ/mol: 146.0
⟨S²⟩: 0.76
LUMO energy (spin up / spin down), eV: -8.32 / -8.13
Charge: +2
Kohn-Sham gap (spin up / spin down), eV: 6.306 / 6.497

No. 5
C22H15Cl4N3O4SV as an isolated structure at a distorted geometry. Source: OMol25; level of theory: ωB97M-V/def2-TZVPD.

XYZ file:
```
50
Properties=species:S:1:pos:R:3
V -0.1945 -0.1975 0.0675
N 3.0403 1.7890 -1.9721
C 1.9005 1.5027 -1.3242
S 0.9359 0.1552 -1.9318
N 1.5241 2.2393 -0.3265
N 0.3168 1.7837 0.1625
C -0.4584 2.6669 0.6838
C -1.8446 2.4315 1.0645
C -2.5642 3.4016 1.7592
C -3.9052 3.2109 2.0346
C -4.5514 2.0596 1.5915
C -3.8621 1.0857 0.8876
C -2.5215 1.2798 0.6488
O -1.7575 0.3506 0.0044
H 3.2968 1.2956 -2.8077
H 3.5533 2.6142 -1.7099
H -0.0598 3.6746 0.7642
H -2.0599 4.3040 2.0830
H -4.4546 3.9610 2.5865
H -5.6049 1.9217 1.7934
H -4.3450 0.1860 0.5300
Cl 4.7258 -4.6183 0.0449
C 3.2246 -3.8279 -0.1679
C 2.2310 -4.4216 -0.9766
Cl 2.5391 -5.9175 -1.7517
C 0.9997 -3.8061 -1.1457
Cl -0.2551 -4.4746 -2.0971
C 0.7889 -2.5952 -0.5068
O -0.3526 -1.8740 -0.4888
C 1.7824 -1.9836 0.2559
O 1.4022 -0.8152 0.7761
C 3.0022 -2.6092 0.4589
Cl 4.1626 -1.8424 1.4596
C -0.0989 -2.0138 3.0343
C -0.0453 -0.5232 3.1462
O -0.3861 0.2030 2.2006
C 0.4081 0.1043 4.3913
C 0.7254 1.4643 4.3850
C 1.2010 2.0697 5.5325
C 1.3538 1.3213 6.6952
C 1.0323 -0.0294 6.7113
C 0.5649 -0.6401 5.5608
H -0.4549 -2.3156 2.0542
H -0.7738 -2.4141 3.7931
H 0.8898 -2.4380 3.2179
H 0.6135 2.0265 3.4676
H 1.4585 3.1200 5.5254
H 1.7302 1.7930 7.5936
H 1.1496 -0.6057 7.6189
H 0.3165 -1.6927 5.5816
```

Results
Spin multiplicity: 1
E_HOMO (spin up / spin down), eV: -11.38 / -11.38
LUMO energy (spin up / spin down), eV: -5.03 / -5.04
Charge: +1
Kohn-Sham gap (spin up / spin down), eV: 6.349 / 6.340